Computed, not measured: a cluster of 8 separate species, C37H96N8O8 in total at a distorted geometry, with ωB97M-V with the def2-TZVPD basis set.

Last column: Löwdin charge in e.
Geometry (Å):
C -1.11320 13.78912 -3.87616  -0.06
C -0.39429 15.05312 -3.43591  -0.45
C 0.61230 14.89931 -2.24879  -0.17
O 1.02548 16.18829 -1.88797  -0.25
C 2.06987 16.26174 -0.89759  -0.08
N 0.24647 15.59602 -4.58117  0.02
H -0.40612 12.97822 -4.05102  0.08
H -1.58913 13.83190 -4.85583  0.08
H -1.92452 13.45138 -3.23135  0.06
H -1.23096 15.72979 -3.26214  0.11
H 1.37493 14.19948 -2.59045  0.13
H 0.11865 14.46786 -1.37801  0.11
H 1.98337 15.61737 -0.02272  0.05
H 2.30221 17.27533 -0.57086  0.09
H 2.98005 15.93991 -1.40364  0.08
H 1.04415 16.18805 -4.39865  0.08
H -0.40193 16.18057 -5.08912  0.08
C 2.95360 11.12241 4.86020  -0.05
C 2.57798 11.70246 3.51477  -0.39
C 1.39845 10.95494 2.81571  -0.18
O 1.78352 9.57483 2.62236  -0.18
C 0.65881 8.72434 2.43402  -0.10
N 2.19889 13.12115 3.70009  0.02
H 3.43122 10.16780 4.63953  0.08
H 2.10728 11.01112 5.53802  0.08
H 3.64309 11.82238 5.33217  0.08
H 3.43329 11.63756 2.84221  0.13
H 1.21143 11.39271 1.83515  0.11
H 0.50188 11.12622 3.41147  0.10
H -0.07214 8.91798 3.21907  0.08
H 1.06336 7.71469 2.50502  0.09
H 0.11558 8.89790 1.50510  0.07
H 1.37130 13.02025 4.27018  0.04
H 2.91974 13.69372 4.11557  0.05
C 5.53048 15.38338 0.62523  -0.05
C 4.76031 14.81825 1.83520  -0.45
C 4.60097 15.83790 2.94451  -0.18
O 4.10939 15.12833 4.06296  -0.22
C 3.82573 15.88073 5.21375  -0.11
N 3.51117 14.28891 1.41991  0.06
H 4.89646 16.08466 0.08271  0.06
H 5.86438 14.65586 -0.11459  0.08
H 6.43038 15.95117 0.86164  0.07
H 5.28477 13.96828 2.27178  0.14
H 3.83594 16.52878 2.59021  0.13
H 5.52288 16.38294 3.14729  0.13
H 3.17375 16.74002 5.05671  0.08
H 4.72292 16.22607 5.72748  0.09
H 3.35565 15.26579 5.98119  0.09
H 3.63036 13.49978 0.80091  0.09
H 3.01757 13.91560 2.21809  0.01
C -0.39265 19.87606 -1.80296  -0.05
C -0.88223 19.39677 -3.22532  -0.40
C -0.85245 20.59835 -4.15491  -0.20
O -0.84952 20.13248 -5.52266  -0.19
C -0.00681 20.90617 -6.44015  -0.09
N -0.07539 18.22679 -3.43305  0.06
H -0.73035 19.15209 -1.06138  0.04
H -0.71666 20.89122 -1.57370  0.07
H 0.68823 19.77820 -1.70178  0.08
H -1.93626 19.12497 -3.16831  0.13
H -0.00204 21.27284 -4.05496  0.11
H -1.67790 21.26068 -3.89403  0.12
H -0.20335 21.97556 -6.51676  0.08
H -0.21178 20.45062 -7.40895  0.08
H 1.06232 20.82984 -6.24209  0.08
H -0.51330 17.53148 -4.02032  0.03
H -0.00884 17.68063 -2.58607  0.03
C -2.02565 14.70484 6.59083  -0.07
C -0.91181 13.84477 7.11764  -0.42
C -1.26597 12.51835 7.70889  -0.22
O -1.94087 12.52130 8.90963  -0.16
C -1.36934 13.18185 9.96085  -0.14
N -0.06258 13.62575 5.93586  0.04
H -1.65318 15.72559 6.50463  0.08
H -2.79031 14.83987 7.35577  0.08
H -2.65732 14.36336 5.77078  0.08
H -0.35260 14.49076 7.79445  0.13
H -0.37668 11.91566 7.89336  0.13
H -1.86524 11.92191 7.02099  0.14
H -1.25604 14.25619 9.81572  0.08
H -0.38681 12.80183 10.24067  0.09
H -1.92108 13.03620 10.88954  0.09
H -0.54594 13.12757 5.20219  0.07
H 0.04616 14.48916 5.42324  0.02
C 0.45948 16.29970 3.80813  -0.05
C -0.67094 15.86714 2.79747  -0.37
C -0.96046 16.83611 1.68447  -0.17
O -2.01781 16.29133 0.88189  -0.21
C -2.08380 16.85249 -0.42514  -0.09
N -0.08152 14.61506 2.29950  0.07
H 0.92102 15.46946 4.34273  0.04
H 0.11370 17.00267 4.56601  0.07
H 1.26395 16.85622 3.32729  0.07
H -1.58740 15.63087 3.33820  0.12
H -0.11491 16.93067 1.00314  0.12
H -1.31201 17.79612 2.06246  0.13
H -2.99403 16.46892 -0.88607  0.10
H -1.25066 16.64638 -1.09708  0.06
H -2.18792 17.93102 -0.30673  0.06
H -0.10291 14.61464 1.28974  0.05
H 0.89226 14.54666 2.55870  0.02
C -7.52704 17.06255 1.30356  -0.06
C -6.04942 16.85605 0.81505  -0.39
C -5.34187 18.29417 0.64235  -0.19
O -5.85317 18.91678 -0.53601  -0.19
C -5.17981 20.13438 -0.85625  -0.10
N -5.36095 16.00564 1.78454  0.04
H -7.97108 16.13360 1.66132  0.07
H -8.19409 17.27474 0.46801  0.07
H -7.62175 17.79630 2.10402  0.07
H -5.90452 16.31602 -0.12063  0.13
H -4.27130 18.14795 0.49878  0.08
H -5.45534 18.81201 1.59474  0.12
H -4.09774 20.00499 -0.83452  0.07
H -5.59213 20.94292 -0.25264  0.09
H -5.40244 20.37064 -1.89678  0.08
H -5.51097 16.46394 2.67198  0.07
H -4.40257 16.14281 1.49679  0.04
C -3.77819 9.19692 2.71394  -0.03
C -4.59962 10.19588 1.92563  -0.51
C -5.20968 11.33342 2.72357  -0.15
C -4.22127 12.41792 3.17748  -0.16
C -3.61379 12.95784 1.82706  -0.13
C -2.91730 11.87016 0.91714  -0.41
N -3.91517 10.74187 0.72985  -0.13
O -3.49598 9.80768 -0.22210  -0.01
C -2.68906 12.58633 -0.45726  -0.04
C -1.50464 11.48641 1.58030  -0.02
C -5.85615 9.41849 1.42535  -0.05
H -2.91230 9.62756 3.21681  0.06
H -3.31623 8.34225 2.21974  0.09
H -4.45488 8.84349 3.49194  0.08
H -6.07971 11.85285 2.32188  0.13
H -5.49256 10.79852 3.63019  0.11
H -3.41328 12.03371 3.80007  0.09
H -4.81770 13.13742 3.73847  0.10
H -2.83140 13.70683 1.94943  0.09
H -4.54369 13.29644 1.37016  0.10
H -2.35469 11.95695 -1.28200  0.07
H -3.62011 13.04957 -0.78385  0.08
H -1.89155 13.32657 -0.39317  0.06
H -1.23082 10.54770 1.09867  0.07
H -0.77795 12.24337 1.28531  0.05
H -1.65731 11.35042 2.65096  0.06
H -6.45209 9.98396 0.70898  0.09
H -6.43441 9.06672 2.27973  0.08
H -5.67766 8.42877 1.00500  0.08
H -4.38319 9.69323 -0.57050  0.09

Multiplicity = 1
LUMO energy = 0.0192 Eh
Calculated total energy = -68218.4838 eV
Total charge = 0
Largest force on an atom = 0.06887 Eh/bohr
Energy above the lowest of the compared OMol25 structures with the same formula, charge and spin = 60.9 kJ/mol
Gap between HOMO and LUMO = 8.322 eV